[1]
Entry from the OMol25 dataset: a 7-piece molecular cluster, C12H30O11 overall at a distorted geometry (the ωB97M-V functional and the def2-TZVPD basis).

Output
* HOMO (alpha / beta): -12.74 / -12.74 eV
* E_LUMO (alpha / beta): -2.85 / -9.17 eV
* Kohn-Sham gap (alpha / beta): 9.8853 / 3.5666 eV
* expectation value of S²: 0.75
* E_tot: -35441.98357 eV
* total charge: +1
* multiplicity: 2

Geometry as XYZ:
```
53
Properties=species:S:1:pos:R:3:mulliken_charge:R:1
C 4.100 -2.226 0.146 -0.356
C 3.852 -0.832 0.707 -0.388
O 2.456 -0.795 0.838 -0.103
C 1.970 -2.020 0.825 0.451
O 0.809 -2.319 0.743 -0.466
O 2.931 -2.929 0.508 -0.362
H 4.915 -2.686 0.705 0.325
H 4.220 -2.187 -0.937 0.253
H 4.165 -0.141 -0.076 0.273
H 4.427 -0.676 1.620 0.343
C 0.081 2.364 3.463 -0.485
C 0.854 1.482 2.539 0.454
O 1.908 2.341 2.196 -0.278
C 2.026 3.367 3.077 0.615
O 2.894 4.186 3.189 -0.553
O 1.049 3.294 3.918 -0.327
H -0.288 1.847 4.349 0.324
H -0.643 3.018 2.977 0.280
H 0.158 1.216 1.744 -0.167
H 1.128 0.581 3.089 0.171
O -2.982 -1.235 -0.995 -0.550
H -3.124 -2.082 -0.573 0.245
H -3.859 -0.936 -1.235 0.274
O -0.870 0.093 -0.230 -0.492
H -0.594 -0.557 0.416 0.009
H -1.614 -0.312 -0.676 0.425
C 2.517 1.203 -3.468 -1.394
C 1.534 0.605 -2.471 0.327
O 0.871 1.435 -1.618 -0.040
H 2.683 0.443 -4.231 0.413
H 3.464 1.567 -3.069 0.362
H 2.171 2.014 -4.109 0.392
H 2.095 -0.219 -2.031 0.156
H 0.725 0.136 -3.032 0.333
H 0.403 0.850 -1.017 0.440
C -1.879 -2.641 2.185 -0.756
C -1.861 -3.764 1.167 -0.286
O -3.209 -3.899 0.618 -0.578
H -2.186 -1.712 1.703 0.111
H -0.934 -2.521 2.714 0.216
H -2.712 -2.787 2.873 0.488
H -1.534 -4.742 1.521 0.324
H -1.134 -3.579 0.377 0.200
H -3.721 -4.060 1.415 0.325
C -3.017 1.841 -3.355 -1.065
C -2.806 2.461 -1.983 0.739
O -4.008 2.878 -1.362 -0.518
H -3.815 2.287 -3.948 0.360
H -3.336 0.803 -3.262 0.216
H -2.133 1.809 -3.991 0.299
H -2.057 3.204 -2.256 0.218
H -2.339 1.813 -1.242 -0.543
H -3.749 2.719 -0.451 0.345
```

=====

[2]
Entry from the OMol25 dataset: C12H31AuN6O5P2 as an isolated structure (the ωB97M-V functional and the def2-TZVPD basis).

Output
* energy above the lowest of the compared OMol25 structures with the same formula, charge and spin: 0.0 kcal/mol
* HOMO (alpha / beta): -14.90 / -14.90 eV
* E_LUMO (alpha / beta): -7.67 / -7.67 eV
* Kohn-Sham gap (alpha / beta): 7.2284 / 7.2292 eV
* E_tot: -54381.01305 eV
* total charge: +2
* multiplicity: 1

Geometry as XYZ:
```
57
Properties=species:S:1:pos:R:3:mulliken_charge:R:1
Au -1.186 -1.254 -0.045 0.895
C 4.154 0.845 0.257 -0.788
N 3.167 -0.241 0.265 0.378
C 3.727 -1.570 0.554 -0.909
P 1.733 -0.081 -0.449 -0.148
O 0.831 -1.217 0.026 -0.803
O 1.231 1.360 0.016 0.711
P -0.194 1.770 0.678 -0.031
O -1.265 0.820 0.153 -0.882
N -0.039 1.641 2.281 0.433
C 0.811 2.585 3.018 -0.896
C -0.304 0.391 2.997 -0.804
N -0.363 3.286 0.188 0.331
C 0.739 4.227 -0.036 -0.981
C -1.700 3.818 -0.116 -0.967
N 1.661 0.014 -2.067 0.555
C 2.242 1.157 -2.782 -0.916
C 1.505 -1.193 -2.890 -0.935
H 4.902 0.693 -0.522 0.306
H 4.662 0.866 1.221 0.378
H 3.672 1.808 0.104 0.106
H 4.515 -1.822 -0.157 0.312
H 2.951 -2.330 0.517 0.270
H 4.156 -1.563 1.556 0.340
H 0.833 3.550 2.520 0.239
H 1.830 2.205 3.116 0.296
H 0.392 2.728 4.012 0.380
H -1.070 -0.187 2.485 0.146
H -0.677 0.631 3.992 0.417
H 0.598 -0.218 3.099 0.323
H 1.699 3.763 0.176 0.241
H 0.618 5.098 0.609 0.404
H 0.733 4.563 -1.074 0.344
H -2.474 3.130 0.214 0.277
H -1.805 3.981 -1.189 0.334
H -1.842 4.767 0.401 0.339
H 2.361 2.010 -2.119 0.205
H 1.576 1.448 -3.595 0.367
H 3.213 0.897 -3.207 0.328
H 1.214 -2.043 -2.278 0.297
H 2.438 -1.435 -3.401 0.323
H 0.735 -1.021 -3.643 0.316
C -5.080 -2.844 -0.519 -1.487
C -3.633 -2.587 -0.330 0.769
N -3.135 -1.419 -0.127 0.061
O -3.943 -0.323 -0.113 -0.427
C -2.639 -3.652 -0.313 0.507
C -2.967 -5.110 -0.371 -1.514
N -1.384 -3.279 -0.235 0.226
O -0.352 -3.905 -0.199 -0.590
H -5.590 -1.950 -0.868 0.464
H -5.521 -3.134 0.439 0.358
H -5.232 -3.660 -1.222 0.407
H -3.366 0.420 0.141 0.504
H -3.868 -5.316 0.204 0.401
H -2.143 -5.695 0.029 0.447
H -3.130 -5.422 -1.405 0.342
```

=====

[3]
Entry from the OMol25 dataset: a 2-piece molecular cluster, C12H31BrN4O8P2 overall (the ωB97M-V functional and the def2-TZVPD basis).

Output
* HOMO: -8.34 eV
* SMILES: CNCP(CN)(CON=O)(CC(=O)Br)P(=O)(O)O.COCCNCCOC
* E_LUMO: 0.17 eV
* Kohn-Sham gap: 8.5053 eV
* E_tot: -123903.22032 eV
* multiplicity: 1

Geometry as XYZ:
```
58
Properties=species:S:1:pos:R:3:mulliken_charge:R:1
C 0.385 0.305 -0.380 -0.883
N 1.180 1.509 -0.120 -0.216
C 1.608 2.237 -1.320 -1.314
P 0.796 3.897 -1.505 1.272
C 1.583 5.143 -2.631 -1.122
N 1.595 6.521 -2.129 -0.518
C 1.803 4.566 0.021 -1.554
O 3.193 4.684 -0.293 -0.195
N 3.963 3.856 0.544 0.082
O 5.053 3.762 0.142 -0.343
C -0.786 4.153 -0.534 -1.139
C -1.692 5.261 -1.018 0.254
O -1.388 6.404 -1.034 -0.477
Br -3.490 4.708 -1.452 -0.139
P -0.479 3.209 -3.328 0.827
O -1.343 4.266 -3.887 -0.682
O 0.521 2.658 -4.491 -0.544
O -1.288 1.881 -2.874 -0.452
H -0.673 0.519 -0.571 0.203
H 0.430 -0.349 0.487 0.352
H 0.787 -0.252 -1.224 0.334
H 0.652 2.107 0.500 0.276
H 1.395 1.615 -2.189 0.685
H 2.687 2.409 -1.288 0.328
H 1.104 5.098 -3.608 0.648
H 2.611 4.779 -2.753 0.450
H 1.311 7.137 -2.880 0.313
H 0.907 6.666 -1.401 0.228
H 1.431 5.546 0.329 0.735
H 1.704 3.897 0.882 0.701
H -0.512 4.425 0.487 0.496
H -1.319 3.203 -0.506 0.674
H 1.407 2.437 -4.187 0.371
H -1.727 1.450 -3.621 0.328
C -0.200 -7.752 2.215 -0.704
O -1.291 -7.149 1.554 -0.349
C -2.326 -6.677 2.407 -0.801
C -2.371 -5.165 2.444 -0.182
N -1.212 -4.615 3.130 -0.282
C -1.061 -3.170 3.030 -1.059
C -0.892 -2.548 1.648 -0.091
O 0.339 -2.840 1.013 -0.426
C 0.392 -4.084 0.341 -0.601
H 0.405 -8.243 1.455 0.238
H 0.428 -7.024 2.743 0.292
H -0.536 -8.503 2.936 0.340
H -2.206 -7.085 3.415 0.409
H -3.273 -7.043 2.002 0.394
H -3.276 -4.857 2.979 0.353
H -2.467 -4.813 1.408 0.163
H -0.375 -5.062 2.779 0.094
H -0.187 -2.891 3.623 0.427
H -1.930 -2.702 3.506 0.398
H -0.904 -1.464 1.787 0.336
H -1.728 -2.787 0.979 0.296
H -0.576 -4.347 -0.095 0.306
H 0.716 -4.896 0.996 0.168
H 1.124 -3.989 -0.461 0.302
```

=====

[4]
Entry from the OMol25 dataset: C12H32B2CsO6S3 as an isolated structure at a distorted geometry (the ωB97M-V functional and the def2-TZVPD basis).

Output
* HOMO: -4.71 eV
* E_LUMO: 0.32 eV
* Kohn-Sham gap: 5.0298 eV
* E_tot: -59646.13656 eV
* total charge: -1
* multiplicity: 1

Geometry as XYZ:
```
56
Properties=species:S:1:pos:R:3:mulliken_charge:R:1
Cs 0.195 1.110 2.183 0.924
B 5.055 3.401 3.019 -0.180
H 4.439 4.168 2.578 -0.174
H 5.197 2.620 2.288 -0.192
H 5.951 3.939 3.289 -0.215
H 4.604 3.022 3.923 -0.198
B 2.225 -4.240 2.042 -0.142
H 1.318 -4.431 1.490 -0.191
H 2.905 -3.613 1.486 -0.173
H 2.017 -3.820 3.014 -0.237
H 2.738 -5.182 2.159 -0.214
C -1.632 -5.821 6.675 -0.615
C -2.962 -5.090 6.805 -0.518
C -2.533 -3.609 6.841 -0.789
S -1.018 -3.393 7.791 1.043
O -1.437 -3.045 9.149 -0.638
O -0.020 -2.523 7.066 -0.621
C -0.589 -5.213 7.637 -0.650
H -1.380 -5.791 5.615 0.356
H -1.835 -6.831 7.030 0.282
H -3.350 -5.355 7.788 0.321
H -3.647 -5.201 5.964 0.300
H -3.250 -2.913 7.277 0.433
H -2.271 -3.307 5.827 0.360
H -0.552 -5.671 8.625 0.335
H 0.449 -5.159 7.308 0.393
C 4.386 7.416 -4.701 -0.559
C 2.914 7.629 -4.871 -0.588
C 2.350 6.393 -5.638 -0.651
S 3.045 5.091 -4.473 1.038
O 3.486 3.857 -5.138 -0.652
O 2.195 4.846 -3.298 -0.625
C 4.510 6.155 -3.912 -0.688
H 4.830 8.248 -4.154 0.293
H 4.922 7.312 -5.645 0.318
H 2.847 8.515 -5.501 0.317
H 2.426 7.718 -3.900 0.341
H 2.865 6.286 -6.593 0.353
H 1.287 6.342 -5.876 0.368
H 5.357 5.494 -4.092 0.386
H 4.329 6.368 -2.858 0.349
C -3.596 -0.744 -3.524 -0.555
C -4.882 -0.619 -4.323 -0.604
C -4.946 -1.721 -5.427 -0.655
S -3.778 -3.086 -4.937 1.066
O -2.600 -3.057 -5.765 -0.612
O -4.507 -4.313 -4.753 -0.640
C -3.517 -2.332 -3.300 -0.750
H -3.652 -0.346 -2.510 0.302
H -2.739 -0.279 -4.012 0.322
H -4.921 0.384 -4.747 0.311
H -5.775 -0.679 -3.701 0.297
H -4.660 -1.379 -6.422 0.388
H -5.883 -2.276 -5.383 0.342
H -2.611 -2.731 -2.843 0.454
H -4.300 -2.547 -2.573 0.335
```